Below is a structure of composition C44H40BrN6O2S2Ti, with properties calculated with ωB97M-V/def2-TZVPD.

```
96
Properties=species:S:1:pos:R:3:mulliken_spin:R:1
Ti -1.16211 0.07012 -0.80093 0.92
C 2.16856 4.24122 -5.85065 0.00
C 1.74824 3.34857 -4.71697 0.00
C 2.64761 2.71642 -3.89892 0.00
C 2.24824 1.92804 -2.78537 0.01
C 3.27897 1.19647 -2.13248 0.00
N 3.35755 0.81821 -0.88516 0.01
C 2.62587 1.37094 0.27081 0.00
C 3.59131 1.55183 1.43885 0.00
C 3.91161 0.29773 2.26021 0.00
N 2.68052 -0.15483 2.92620 0.00
C 1.80462 -0.96576 2.42390 0.00
C 2.00314 -1.94496 1.38816 0.00
C 2.93590 -2.99090 1.38196 0.01
C 2.82770 -4.00689 0.44893 0.00
C 3.75512 -5.19100 0.46833 0.00
C 1.77613 -3.93163 -0.48132 0.00
C 0.87372 -2.88135 -0.54461 0.00
C -0.13645 -2.83982 -1.59756 0.04
N -0.93686 -1.87548 -1.86316 -0.02
C -1.76587 -2.11511 -3.08045 0.00
C -3.12457 -1.44128 -3.02724 0.04
C -3.06323 0.01726 -3.45395 -0.02
N -1.84688 0.66504 -2.89548 0.01
C -1.37818 1.61045 -3.61238 0.00
C -0.04517 2.19860 -3.49918 0.01
C 0.39355 3.02031 -4.51478 0.00
C 0.86566 1.70184 -2.52354 0.00
O 0.44507 1.02296 -1.52246 0.01
C 1.02009 -1.82814 0.38065 -0.01
O 0.39239 -0.71291 0.33697 0.00
H 3.03640 4.84003 -5.57822 0.00
H 1.36878 4.92849 -6.12200 0.00
H 2.42561 3.66298 -6.73905 0.00
H 3.70944 2.84188 -4.08395 0.00
H 4.12940 0.88991 -2.73628 0.00
H 4.13948 0.21737 -0.65975 0.00
H 1.76175 0.73483 0.47400 0.00
H 2.23302 2.33528 -0.05340 0.00
H 3.17836 2.31396 2.10455 0.00
H 4.53740 1.96504 1.07973 0.00
H 4.64004 0.53271 3.03388 0.00
H 4.31105 -0.52722 1.67285 0.00
H 2.36022 0.44024 3.68170 0.00
H 0.79849 -0.86417 2.82652 0.00
H 3.69218 -3.04956 2.15765 0.00
H 4.78571 -4.88009 0.63778 0.00
H 3.72372 -5.73518 -0.47412 0.00
H 3.48584 -5.89293 1.25852 0.00
H 1.68137 -4.73673 -1.20363 0.00
H -0.16181 -3.73254 -2.22730 0.00
H -1.87265 -3.19311 -3.21250 0.00
H -1.19167 -1.73651 -3.93140 -0.01
H -3.55680 -1.52400 -2.02787 -0.01
H -3.79674 -1.96759 -3.70658 0.00
H -3.94068 0.56122 -3.11534 0.00
H -2.99729 0.07466 -4.54315 0.00
H -1.94464 1.94215 -4.48565 0.00
H -0.33806 3.38453 -5.23008 0.00
S -0.75860 6.16745 3.04305 0.00
C -0.23517 7.45239 2.05188 0.00
C 0.13771 7.02164 0.81558 0.00
C -0.05587 5.62538 0.65619 0.00
C -0.57072 5.02786 1.77689 0.00
C -0.92229 3.61217 1.95712 -0.01
C -0.80369 2.71950 0.86953 0.03
N -1.08243 1.43960 0.94198 0.00
C -1.53395 0.92456 2.11370 0.00
C -1.68807 1.71780 3.25003 0.00
C -2.14062 1.11839 4.47761 0.00
C -2.46014 -0.19050 4.52959 0.00
C -2.40682 -1.00891 3.34578 0.00
C -2.81254 -2.35722 3.34591 0.00
C -2.82573 -3.07338 2.17383 0.00
C -2.43844 -2.38675 1.00016 0.01
N -2.02743 -1.14369 0.97812 -0.01
C -1.97444 -0.44842 2.14424 0.00
C -3.23317 -4.48063 2.09120 0.00
C -3.95838 -5.20271 2.99502 0.00
C -4.14880 -6.55280 2.59827 0.00
C -3.55831 -6.82980 1.40457 0.00
S -2.80984 -5.44923 0.73383 0.00
C -1.36369 3.08294 3.14840 0.00
H -0.21402 8.45775 2.43909 0.00
H 0.51062 7.67558 0.04262 0.00
H 0.15300 5.10253 -0.26579 0.00
H -0.46570 3.07314 -0.09664 0.00
H -2.22506 1.74291 5.35753 0.00
H -2.80412 -0.63631 5.45374 0.00
H -3.11469 -2.81705 4.27862 0.00
H -2.51122 -2.87609 0.03602 0.00
H -4.36097 -4.78766 3.90772 0.00
H -4.69615 -7.28232 3.17466 0.00
H -3.54320 -7.76581 0.87132 0.00
H -1.47846 3.71018 4.02514 0.00
Br -3.66877 0.89581 -0.50172 -0.01
```

- orbital gap (spin up / spin down) (eV) = 6.4 / 6.5
- calculated total energy (Eh) = -6399.2924
- spin multiplicity = 2
- charge = +2